(1)
ORCA calculation (wB97M-V/def2-TZVPD) on a gas-phase ion, C7H7N2O3 (charge -1) at a distorted geometry.

Bonds (Å) are listed after each position.
Positions of all 19 atoms, in Å:
1 C 2.15 -1.44 0.63  C2 1.380, C3 1.395, H13 1.099
2 C 1.34 -1.00 1.65  C1 1.380, C4 1.411, H14 1.162
3 C 2.05 -0.87 -0.64  C1 1.395, C5 1.384, H15 1.129
4 C 0.22 -0.19 1.36  C2 1.411, C6 1.438, H16 1.115
5 C 0.94 -0.09 -0.94  C3 1.384, C6 1.387, H17 1.105
6 C 0.11 0.40 0.06  C4 1.438, C5 1.387, C7 1.511
7 C -1.27 0.99 -0.11  C6 1.511, N8 1.497, N9 1.459, H18 1.188
8 N -2.45 0.07 -0.07  C7 1.497, O10 1.342, H19 1.009
9 N -1.26 1.78 -1.34  C7 1.459, O11 1.247, O12 1.243
10 O -2.62 -0.62 1.07  N8 1.342
11 O -0.80 2.93 -1.33  N9 1.247
12 O -1.61 1.19 -2.39  N9 1.243
13 H 2.96 -2.14 0.89  C1 1.099
14 H 1.19 -1.44 2.72  C2 1.162
15 H 2.81 -1.11 -1.44  C3 1.129
16 H -0.62 0.06 2.05  C4 1.115
17 H 0.94 0.16 -2.02  C5 1.105
18 H -1.48 1.75 0.78  C7 1.188
19 H -2.61 -0.44 -0.92  N8 1.009

Calculated values
* total charge: -1
* LUMO level (alpha / beta): 3.593 / 3.593 eV
* gap between HOMO and LUMO (alpha / beta): 5.437 / 5.438 eV
* relative energy (zero: lowest compared OMol25 entry of this formula, charge and spin): 5.548 eV
* maximum force: 0.074 Eh/bohr
* HOMO level (alpha / beta): -1.8439 / -1.8444 eV


(2)
ORCA calculation (wB97M-V/def2-TZVPD) on 2 unconnected molecules or ions with the total composition C4H12.

Bonds (Å) are listed after each position.
Positions of all 16 atoms, in Å:
1 C 2.17 0.58 -0.92  C2 1.533, H3 1.090, H4 1.095, H5 1.080
2 C 1.99 -0.62 -1.85  C1 1.533, H6 1.093, H7 1.087, H8 1.091
3 H 1.65 1.47 -1.27  C1 1.090
4 H 1.74 0.34 0.06  C1 1.095
5 H 3.23 0.75 -0.78  C1 1.080
6 H 2.70 -1.41 -1.58  C2 1.093
7 H 2.12 -0.34 -2.89  C2 1.087
8 H 1.01 -1.09 -1.72  C2 1.091
9 C -1.53 0.05 0.83  C10 1.528, H11 1.090, H12 1.092, H13 1.095
10 C -2.65 0.08 1.87  C9 1.528, H14 1.092, H15 1.084, H16 1.087
11 H -1.69 0.62 -0.08  C9 1.090
12 H -0.61 0.36 1.34  C9 1.092
13 H -1.38 -0.99 0.50  C9 1.095
14 H -2.73 1.03 2.39  C10 1.092
15 H -3.61 -0.20 1.45  C10 1.084
16 H -2.38 -0.63 2.65  C10 1.087

Calculated values
* total charge: 0
* LUMO level: 1.143 eV
* gap between HOMO and LUMO: 12.935 eV
* structure (SMILES): CC.CC
* relative energy (zero: lowest compared OMol25 entry of this formula, charge and spin): 0.120 eV
* maximum force: 0.019 Eh/bohr
* HOMO level: -11.7917 eV